The following is a quantum chemistry calculation of a structure of composition C43H37As2NZn in a non-equilibrium geometry, from OMol25.

The geometry in XYZ format:
```
84
Properties=species:S:1:pos:R:3:forces:R:3
Zn -0.254393 -0.572243 0.942856 0.440 0.399 -0.286
C -3.068393 0.384757 -2.153044 -0.123 0.077 0.165
C -2.826993 -1.045343 -2.605644 0.215 0.001 -0.239
As -1.530793 -1.990443 -1.428344 -0.835 -0.749 -0.313
C -2.765093 -2.419143 0.026256 -0.073 -0.054 0.046
C -3.200593 -1.398443 0.870756 0.132 0.218 -0.170
C -3.994593 -1.676343 1.969456 -0.043 0.049 0.137
C -4.373293 -2.981543 2.239756 -0.053 0.055 0.019
C -3.960193 -4.001643 1.400156 0.020 -0.023 0.068
C -3.153193 -3.721943 0.310056 0.118 -0.195 -0.179
C -1.542493 -3.708243 -2.382644 0.383 0.158 0.174
C -0.323093 -4.364643 -2.516244 0.134 0.328 0.214
C -0.241593 -5.588043 -3.159044 0.045 -0.089 -0.060
C -1.384993 -6.167943 -3.682144 0.056 -0.051 0.020
C -2.602993 -5.517843 -3.564544 -0.069 -0.034 -0.056
C -2.680393 -4.296743 -2.920144 -0.217 0.279 0.075
As -1.454193 1.237057 -1.351544 -0.793 0.633 -0.123
C -2.326193 2.941057 -0.939244 0.165 -0.095 0.236
C -3.206193 3.591257 -1.797044 -0.010 -0.184 -0.258
C -3.821793 4.769657 -1.416444 -0.084 0.063 -0.029
C -3.564293 5.317757 -0.168944 0.044 0.018 0.045
C -2.684993 4.683057 0.693056 -0.066 0.113 0.084
C -2.075493 3.500057 0.310256 0.277 -0.334 0.026
C -0.536193 1.705157 -3.011444 0.171 -0.059 0.164
C 0.056307 0.686957 -3.752644 -0.134 -0.324 0.219
C 0.744607 0.972657 -4.917944 0.051 -0.068 -0.082
C 0.860807 2.284357 -5.351544 0.029 -0.014 -0.063
C 0.296507 3.306857 -4.608244 0.065 0.034 -0.077
C -0.392093 3.018357 -3.442644 -0.199 0.115 0.283
H -3.835193 0.406757 -1.368244 0.175 0.071 -0.092
H -3.438693 0.987657 -2.989644 0.117 -0.021 0.197
H -2.384493 -1.052943 -3.610944 -0.036 -0.074 0.212
H -3.776393 -1.591843 -2.654444 0.269 -0.016 0.058
H -2.921893 -0.364343 0.665956 -0.067 -0.097 0.106
H -4.301393 -0.873443 2.624056 -0.026 0.046 0.028
H -4.981793 -3.201443 3.104956 -0.042 -0.001 0.038
H -4.251193 -5.022643 1.602156 -0.009 -0.061 0.016
H -2.815093 -4.530543 -0.327044 -0.047 -0.001 0.083
H 0.566407 -3.897943 -2.096844 -0.049 -0.157 -0.087
H 0.711507 -6.087443 -3.251544 0.072 -0.043 0.005
H -1.330593 -7.129643 -4.170944 0.014 -0.049 -0.064
H -3.497493 -5.963743 -3.973944 -0.070 -0.045 -0.025
H -3.640493 -3.804043 -2.819144 -0.008 -0.053 -0.019
H -3.404493 3.181757 -2.781444 -0.023 0.036 0.024
H -4.506893 5.261057 -2.093844 -0.016 0.022 -0.029
H -4.045493 6.239457 0.126356 -0.019 0.040 0.024
H -2.476393 5.105557 1.665456 0.015 0.020 0.055
H -1.386893 2.990357 0.982156 -0.092 0.147 0.009
H -0.018993 -0.340443 -3.396244 0.106 0.159 -0.155
H 1.199407 0.171157 -5.483544 0.002 -0.040 -0.048
H 1.392907 2.507057 -6.264944 0.054 0.016 -0.051
H 0.399807 4.333657 -4.930944 -0.013 0.040 -0.014
H -0.826393 3.822557 -2.860144 0.068 -0.002 -0.066
C 3.821007 -0.267143 -1.000644 0.736 0.084 -0.095
C 2.393007 -0.300343 -0.938344 -1.132 -0.070 0.157
N 1.245307 -0.331343 -0.844844 0.738 -0.033 0.129
H 4.149907 0.767857 -0.921044 0.089 -0.011 0.037
H 4.176207 -0.685443 -1.943044 -0.032 0.009 0.050
H 4.229707 -0.841143 -0.168144 0.032 0.029 0.044
C 0.310407 -0.324843 2.782256 -1.666 -0.623 -0.856
C 1.477307 0.102957 2.915756 0.803 0.283 0.799
C 2.648307 0.533757 3.465356 -0.157 -0.201 -0.520
C 2.809107 1.952757 3.719656 -0.002 0.281 -0.110
C 1.682907 2.784657 3.811956 0.026 -0.085 0.052
C 1.814107 4.146957 3.972056 -0.036 0.165 0.012
C 3.071007 4.722457 4.074156 0.062 0.223 0.053
C 4.193807 3.916157 3.991156 0.076 0.116 -0.024
C 4.068707 2.555957 3.792756 -0.007 -0.046 0.003
C 3.667407 -0.467643 3.740556 0.049 -0.060 -0.099
C 3.708107 -1.636543 2.969056 0.070 0.015 -0.090
C 4.647907 -2.618943 3.199756 0.105 -0.101 0.056
C 5.583707 -2.462143 4.211856 0.168 -0.172 -0.029
C 5.545007 -1.324243 5.000056 0.080 -0.063 0.081
C 4.597207 -0.345843 4.778956 -0.051 0.064 -0.018
H 0.703207 2.334057 3.761156 -0.104 -0.058 -0.039
H 0.932607 4.775157 4.020256 -0.035 -0.025 0.046
H 3.176107 5.788557 4.213056 0.001 0.090 0.019
H 5.179207 4.354657 4.064256 0.086 0.054 -0.030
H 4.952107 1.950357 3.655656 0.088 -0.027 0.078
H 2.983207 -1.754043 2.173756 -0.070 -0.038 -0.009
H 4.657207 -3.513243 2.589756 0.000 -0.034 -0.039
H 6.338707 -3.215743 4.383856 0.022 -0.084 0.022
H 6.255707 -1.205343 5.806656 0.040 0.009 0.056
H 4.558307 0.512657 5.431956 0.002 0.106 0.020
```
Forces are in eV/Å.

ΔE to the lowest compared entry with this formula, charge and spin: 0.387 eV
Charge: 0
Frontier orbital gap: 4.842 eV
Strongest force on any atom: 1.97 eV/Å
Energy: -216771.752 eV

Calculated atomic charges, method Löwdin, unit e: atom 1 (Zn): 0.605, atom 2 (C): -0.433, atom 3 (C): -0.429, atom 4 (As): 1.234, atom 5 (C): -0.407, atom 6 (C): -0.172, atom 7 (C): -0.070, atom 8 (C): -0.077, atom 9 (C): -0.073, atom 10 (C): -0.102, atom 11 (C): -0.405, atom 12 (C): -0.125, atom 13 (C): -0.085, atom 14 (C): -0.083, atom 15 (C): -0.080, atom 16 (C): -0.122, atom 17 (As): 1.247, atom 18 (C): -0.408, atom 19 (C): -0.128, atom 20 (C): -0.082, atom 21 (C): -0.083, atom 22 (C): -0.080, atom 23 (C): -0.116, atom 24 (C): -0.377, atom 25 (C): -0.142, atom 26 (C): -0.086, atom 27 (C): -0.089, atom 28 (C): -0.081, atom 29 (C): -0.101, atom 30 (H): 0.066, atom 31 (H): 0.067, atom 32 (H): 0.067, atom 33 (H): 0.069, atom 34 (H): 0.052, atom 35 (H): 0.111, atom 36 (H): 0.105, atom 37 (H): 0.106, atom 38 (H): 0.093, atom 39 (H): 0.092, atom 40 (H): 0.103, atom 41 (H): 0.104, atom 42 (H): 0.105, atom 43 (H): 0.101, atom 44 (H): 0.099, atom 45 (H): 0.104, atom 46 (H): 0.103, atom 47 (H): 0.105, atom 48 (H): 0.092, atom 49 (H): 0.067, atom 50 (H): 0.103, atom 51 (H): 0.102, atom 52 (H): 0.105, atom 53 (H): 0.094, atom 54 (C): -0.029, atom 55 (C): -0.213, atom 56 (N): 0.059, atom 57 (H): 0.101, atom 58 (H): 0.094, atom 59 (H): 0.090, atom 60 (C): -0.187, atom 61 (C): -0.311, atom 62 (C): -0.207, atom 63 (C): -0.189, atom 64 (C): -0.040, atom 65 (C): -0.104, atom 66 (C): -0.120, atom 67 (C): -0.103, atom 68 (C): -0.055, atom 69 (C): -0.188, atom 70 (C): -0.055, atom 71 (C): -0.105, atom 72 (C): -0.119, atom 73 (C): -0.099, atom 74 (C): -0.049, atom 75 (H): 0.096, atom 76 (H): 0.095, atom 77 (H): 0.090, atom 78 (H): 0.096, atom 79 (H): 0.103, atom 80 (H): 0.091, atom 81 (H): 0.094, atom 82 (H): 0.091, atom 83 (H): 0.098, atom 84 (H): 0.110